Below is 8 unconnected molecules or ions with the total composition C24H48O24, with properties calculated with ωB97M-V with the def2-TZVPD basis set.

Its SMILES is COC(=O)OC.COC(=O)OC.COC(=O)OC.COC(=O)OC.COC(=O)OC.COC(=O)OC.COC(=O)OC.COC(=O)OC. The calculation puts the energy above the lowest of the compared OMol25 structures with the same formula, charge and spin at 294.6 kcal/mol. Its strongest force on any atom is 11.9 eV/A. As for the gap between HOMO and LUMO: 10.6115 eV.

The geometry in XYZ format:
```
96
C24H48O24, DFT ωB97M-V with the def2-TZVPD basis set
C -6.721 0.235 -0.002
O -7.337 -0.296 1.176
C -8.321 0.303 1.831
O -8.607 1.428 1.631
O -8.936 -0.353 2.821
C -9.655 0.306 3.872
H -6.010 -0.346 -0.553
H -6.548 1.212 0.221
H -7.509 0.398 -0.808
H -8.975 1.014 4.345
H -9.809 -0.501 4.564
H -10.371 0.789 3.542
C -3.420 -0.839 1.559
O -2.673 -1.586 0.680
C -1.408 -1.114 0.313
O -0.880 -0.157 0.864
O -0.753 -1.789 -0.692
C 0.533 -1.294 -1.016
H -3.205 -1.068 2.563
H -4.507 -0.935 1.372
H -3.298 0.200 1.370
H 0.872 -1.335 -0.189
H 0.494 -0.385 -1.487
H 1.025 -1.902 -1.759
C 4.153 -0.230 -2.974
O 4.695 0.006 -1.771
C 6.026 0.430 -1.573
O 6.846 0.654 -2.529
O 6.352 0.760 -0.320
C 7.558 1.313 -0.071
H 5.109 -0.901 -3.277
H 4.051 0.646 -3.524
H 3.281 -0.851 -2.835
H 7.545 1.631 0.976
H 7.784 2.078 -0.800
H 8.340 0.671 -0.263
C -1.427 0.966 -3.542
O -1.179 0.000 -4.572
C 0.030 -0.405 -4.749
O 1.133 -0.016 -4.288
O 0.017 -1.321 -5.800
C 1.122 -2.185 -6.115
H -2.461 1.331 -3.381
H -0.558 1.737 -3.874
H -1.044 0.609 -2.546
H 2.122 -1.782 -6.008
H 1.008 -2.333 -7.154
H 1.242 -3.048 -5.503
C -0.180 2.042 3.169
O -0.473 3.567 3.361
C -1.050 4.035 4.626
O -1.535 3.156 5.374
O -0.998 5.306 4.871
C -1.301 5.712 6.121
H 0.581 1.732 3.756
H -0.018 2.145 2.019
H -1.204 1.618 3.189
H -0.936 6.842 6.228
H -0.785 5.076 6.883
H -2.482 5.658 6.114
C 4.046 -1.574 1.105
O 5.430 -1.978 1.269
C 6.114 -1.867 2.445
O 5.570 -1.359 3.492
O 7.386 -2.438 2.500
C 8.248 -2.344 3.652
H 3.426 -2.159 1.602
H 3.632 -1.624 0.089
H 3.657 -0.691 1.615
H 8.274 -1.191 3.808
H 9.153 -2.861 3.503
H 7.739 -2.930 4.397
C 4.897 -5.069 -2.331
O 3.680 -5.502 -2.815
C 2.543 -4.731 -2.413
O 2.732 -3.617 -1.806
O 1.450 -5.138 -2.936
C 0.222 -4.687 -2.448
H 4.967 -3.903 -2.531
H 5.685 -5.634 -2.790
H 5.065 -5.281 -1.174
H -0.111 -3.610 -2.665
H 0.015 -4.799 -1.370
H -0.553 -5.381 -3.004
C -1.808 2.774 -0.096
O -3.028 2.714 -0.720
C -4.060 3.595 -0.433
O -4.026 4.340 0.540
O -5.140 3.222 -1.202
C -6.317 4.018 -1.179
H -1.244 2.036 -0.363
H -1.931 2.606 0.969
H -1.233 3.671 -0.513
H -6.012 5.089 -1.099
H -6.968 3.664 -0.314
H -6.838 4.002 -2.222
```